Entry 1:
Here is C6H7NO2 as an isolated structure in a non-equilibrium geometry from the OMol25 dataset. Energies are from the ωB97M-V functional and the def2-TZVPD basis.

Cartesian coordinates (Å):
C: 0.198 1.191 1.341
C: 1.866 -0.360 -0.979
N: -1.682 0.674 -0.202
C: -2.071 -0.573 0.006
C: -0.327 -1.653 -0.773
C: -0.352 0.331 0.251
C: 0.449 -0.562 -0.523
O: -3.076 -1.161 0.282
O: -0.540 -2.791 -0.967
H: -2.189 1.545 -0.035
H: -0.473 1.212 2.202
H: 0.296 2.225 0.985
H: 1.174 0.844 1.677
H: 1.956 0.466 -1.690
H: 2.261 -1.260 -1.452
H: 2.509 -0.128 -0.124

Calculated values
frontier orbital gap (spin up / spin down)	7.6903 / 7.6885	eV
ΔE to the lowest compared entry with this formula, charge and spin	82.2	kcal/mol
HOMO level (spin up / spin down)	-7.722 / -7.721	eV
charge	0
electronic energy	-437.93686	a.u.

---

Entry 2:
Here is a 2-piece molecular cluster, C6H13BNO5S overall in a non-equilibrium geometry from the OMol25 dataset. Energies are from the ωB97M-V functional and the def2-TZVPD basis.

Cartesian coordinates (Å):
O: -0.210 -3.666 0.750
C: 0.627 -2.778 0.482
N: 1.323 -1.769 0.045
B: 0.561 -0.538 0.478
C: -0.664 0.041 -0.432
C: -1.773 0.859 0.405
C: -2.524 0.007 1.539
S: -3.962 -1.015 0.883
O: -5.213 -0.665 1.680
O: -3.662 -2.467 1.188
O: -4.238 -0.707 -0.740
H: 0.879 0.013 1.489
H: -1.128 -0.756 -1.135
H: -0.173 0.813 -1.150
H: -1.198 1.721 0.929
H: -2.525 1.397 -0.294
H: -1.837 -0.624 2.204
H: -3.024 0.775 2.250
H: -3.934 -1.484 -1.279
C: 4.566 0.837 -1.397
C: 3.562 1.900 -0.905
O: 2.505 1.259 -0.401
H: 4.136 0.204 -2.182
H: 5.454 1.328 -1.821
H: 4.907 0.191 -0.581
H: 3.401 2.569 -1.775
H: 4.146 2.556 -0.228

Calculated values
frontier orbital gap	5.3188	eV
HOMO level	-2.961	eV
charge	-1
electronic energy	-1090.34036	a.u.

---

Entry 3:
Here is H20N2O11 as an isolated structure in a non-equilibrium geometry from the OMol25 dataset. Energies are from the ωB97M-V functional and the def2-TZVPD basis.

Cartesian coordinates (Å):
N: 0.434 -0.152 -0.159
H: 1.021 0.646 -0.408
H: 1.092 -0.924 -0.155
H: -0.404 -0.185 -0.765
H: -0.016 0.056 0.784
N: -1.806 1.855 1.677
O: -1.197 1.412 2.633
O: -1.233 2.398 0.651
O: -2.968 1.430 1.491
O: 0.281 -2.411 2.338
H: 0.750 -3.240 1.933
H: 0.407 -2.894 3.133
O: -2.912 -0.765 -0.283
H: -3.578 -1.140 -0.633
H: -3.186 -0.028 0.468
O: 0.910 3.156 0.423
H: -0.117 2.938 0.477
H: 1.102 3.267 -0.469
O: -1.768 -2.811 1.125
H: -2.020 -2.305 0.423
H: -1.119 -2.409 1.674
O: 2.354 -0.013 2.561
H: 2.682 0.915 2.584
H: 1.503 0.177 2.978
O: 1.134 2.572 -2.464
H: 0.292 2.884 -2.905
H: 1.557 2.136 -3.209
O: 3.258 -0.204 -1.704
H: 3.171 -1.171 -1.915
H: 2.813 0.180 -2.348
O: -0.926 -1.518 -3.108
H: -0.055 -1.528 -3.612
H: -1.465 -2.330 -3.222

Calculated values
frontier orbital gap	8.2449	eV
ΔE to the lowest compared entry with this formula, charge and spin	51.5	kcal/mol
HOMO level	-9.031	eV
charge	0
electronic energy	-948.89255	a.u.